Record 1
# C23H39MnN3O2S3Si2

A molecular structure, C23H39MnN3O2S3Si2 in a non-equilibrium geometry (wB97M-V/def2-TZVPD, the OMol25 dataset).

Computed properties:
⟨S²⟩   1.102
Energy   -4138.58676 a.u.
LUMO (alpha / beta)   -9.151 / -7.730 eV
F_max   1.91 eV/Å
E_HOMO (alpha / beta)   -13.560 / -13.565 eV
2S+1   2
Charge   +2

Geometry (Å):
Mn: 0.325 -0.019 0.163
C: 2.866 -2.139 -2.100
Si: 3.383 -1.794 -0.301
C: 5.258 -1.475 -0.176
C: 2.930 -3.235 0.864
C: 2.396 -0.170 0.251
C: 2.305 -0.009 1.694
C: 3.254 -0.192 2.693
C: 2.868 -0.024 4.011
C: 1.547 0.298 4.302
C: 0.647 0.454 3.263
N: 1.022 0.334 1.989
Si: 2.982 1.518 -0.648
C: 4.840 1.845 -0.461
C: 2.014 2.958 0.175
C: 2.314 1.288 -2.415
H: 3.001 -3.189 -2.343
H: 3.474 -1.578 -2.802
H: 1.826 -1.888 -2.289
H: 5.765 -2.433 -0.114
H: 5.566 -0.894 0.687
H: 5.635 -0.979 -1.062
H: 3.613 -4.064 0.695
H: 1.926 -3.607 0.689
H: 2.992 -2.964 1.914
H: 4.262 -0.465 2.433
H: 3.589 -0.152 4.804
H: 1.228 0.436 5.322
H: -0.393 0.687 3.456
H: 5.199 1.699 0.553
H: 5.049 2.876 -0.731
H: 5.440 1.230 -1.118
H: 1.633 2.703 1.162
H: 1.184 3.265 -0.455
H: 2.649 3.832 0.295
H: 2.996 0.709 -3.024
H: 2.177 2.241 -2.914
H: 1.357 0.760 -2.407
C: -4.561 1.478 1.059
C: -4.960 0.911 -0.305
S: -3.638 -0.091 -1.066
C: -2.768 1.071 -2.180
C: -2.141 2.242 -1.454
S: -1.252 1.709 0.060
C: -1.353 3.261 1.024
C: -2.592 3.361 1.899
S: -4.175 3.265 0.990
H: -3.695 0.954 1.465
H: -5.390 1.367 1.757
H: -5.261 1.690 -1.002
H: -5.792 0.219 -0.186
H: -3.470 1.434 -2.933
H: -2.009 0.456 -2.666
H: -2.906 2.933 -1.094
H: -1.439 2.768 -2.104
H: -1.318 4.080 0.308
H: -0.462 3.304 1.654
H: -2.590 4.348 2.361
H: -2.603 2.610 2.686
C: -1.086 -5.090 1.997
N: -0.887 -4.043 1.015
C: -1.220 -4.217 -0.269
C: -1.047 -3.246 -1.218
C: -0.498 -2.029 -0.768
O: -0.287 -0.949 -1.423
N: -0.105 -1.894 0.519
C: -0.301 -2.844 1.478
O: -0.010 -2.682 2.638
H: -1.110 -6.060 1.505
H: -2.016 -4.926 2.544
H: -0.271 -5.049 2.717
H: -1.659 -5.173 -0.529
H: -1.302 -3.397 -2.250

Force components x, y, z for each atom (eV/Å):
0.28 -1.57 0.63
0.20 0.09 0.71
-0.21 -0.80 -0.58
-0.72 0.18 -0.01
0.05 0.71 -0.40
1.06 0.45 -0.59
-0.75 0.26 1.03
-0.18 -0.04 -0.44
-0.35 0.14 -0.02
0.19 0.01 -0.13
-0.20 0.06 0.12
0.70 0.11 0.37
-0.81 0.69 -0.46
-0.54 -0.51 -0.05
0.45 -0.53 -0.17
0.40 0.06 0.68
0.06 -0.22 0.05
0.12 0.15 -0.08
-0.10 0.04 0.00
-0.06 -0.28 0.04
0.04 0.08 0.14
0.01 0.12 -0.18
0.16 -0.03 -0.10
-0.11 -0.09 -0.14
0.05 0.07 0.17
0.16 -0.05 -0.01
0.04 0.00 0.08
-0.11 -0.01 0.06
0.01 -0.03 -0.05
-0.03 -0.02 0.21
-0.22 0.28 -0.04
0.06 -0.20 -0.14
0.00 0.02 0.08
-0.15 -0.04 -0.10
0.20 0.03 0.00
0.15 -0.21 -0.17
-0.03 0.25 -0.03
-0.02 0.03 -0.02
-0.20 0.28 0.12
0.49 -0.24 0.09
-0.03 -0.04 -0.53
-0.28 -0.52 0.49
0.41 -0.32 -0.52
-0.38 0.10 0.15
0.57 -0.08 0.41
-0.53 -0.22 -0.45
0.11 0.03 0.34
-0.11 -0.03 -0.01
0.03 -0.01 0.02
-0.11 0.01 -0.06
-0.02 0.04 -0.07
0.12 0.06 -0.01
-0.12 0.05 -0.04
0.18 -0.07 0.18
0.03 0.06 0.08
0.12 -0.07 -0.06
0.04 0.04 -0.12
0.08 0.00 0.09
0.06 0.02 0.07
-0.10 -0.41 0.67
0.38 0.40 -0.06
-0.01 0.32 -0.39
0.22 0.46 -0.04
-0.36 -1.24 -0.14
0.08 0.75 -0.61
-0.07 1.78 -0.69
-0.25 -0.22 1.05
-0.03 -0.08 -0.21
0.01 0.10 0.00
0.01 -0.02 -0.06
-0.03 -0.10 -0.10
0.06 -0.01 0.07
-0.14 -0.02 -0.13

***

Record 2
# C25H72N4O9

9 unconnected molecules or ions with the total composition C25H72N4O9 in a non-equilibrium geometry (wB97M-V/def2-TZVPD, the OMol25 dataset).

Computed properties:
Energy   -1891.70774 a.u.
LUMO   0.615 eV
F_max   2.89 eV/Å
E_HOMO   -8.780 eV
SMILES string   COC[C@H](C)N.COC[C@H](C)N.COC[C@H](C)N.COC[C@H](C)N.CCO.CCO.CCO.CCO.CO
2S+1   1
Charge   0

Geometry (Å):
C: 1.699 -0.198 -4.835
O: 1.332 1.189 -4.603
H: 0.956 -0.853 -4.379
H: 1.837 -0.329 -5.909
H: 2.691 -0.313 -4.380
H: 2.072 1.604 -4.089
C: -1.705 0.633 3.119
C: -0.750 -0.443 3.506
O: 0.629 0.031 3.641
H: -1.650 1.445 3.905
H: -2.711 0.279 3.091
H: -1.376 0.995 2.112
H: -0.716 -1.132 2.628
H: -1.208 -1.068 4.319
H: 0.675 0.635 4.352
C: 5.123 1.893 -0.970
C: 4.588 1.032 -2.116
O: 3.540 1.761 -2.755
H: 4.325 1.983 -0.206
H: 5.531 2.893 -1.305
H: 5.895 1.376 -0.404
H: 4.203 0.105 -1.737
H: 5.355 0.834 -2.827
H: 3.279 2.540 -2.222
C: -1.988 2.338 -5.700
C: -1.932 2.145 -4.178
O: -1.133 1.133 -3.700
H: -2.072 1.363 -6.150
H: -1.030 2.753 -6.064
H: -2.897 2.901 -5.992
H: -2.882 1.864 -3.807
H: -1.698 3.162 -3.637
H: -0.218 1.124 -4.085
C: 0.235 -1.274 -1.097
C: 0.630 0.208 -0.825
O: 0.784 0.464 0.518
H: 0.301 -1.424 -2.170
H: -0.767 -1.454 -0.758
H: 0.935 -1.921 -0.547
H: -0.152 0.884 -1.227
H: 1.536 0.404 -1.443
H: 1.665 0.497 0.902
C: 2.217 5.986 0.107
C: 2.247 4.434 -0.024
C: 1.122 3.781 0.782
O: 1.693 3.772 2.107
C: 0.851 3.369 3.212
N: 2.177 4.087 -1.427
H: 1.308 6.448 -0.322
H: 3.094 6.328 -0.463
H: 2.242 6.274 1.155
H: 3.219 4.147 0.481
H: 0.925 2.795 0.385
H: 0.221 4.356 0.817
H: -0.107 3.880 3.287
H: 1.392 3.528 4.164
H: 0.599 2.286 3.151
H: 2.329 4.897 -1.968
H: 1.305 3.662 -1.682
C: -4.437 -4.486 3.510
C: -4.854 -4.081 2.076
C: -4.100 -4.953 1.125
O: -2.660 -5.011 1.513
C: -2.083 -3.738 1.483
N: -6.295 -4.416 1.905
H: -3.324 -4.424 3.742
H: -4.609 -5.549 3.687
H: -4.824 -3.774 4.258
H: -4.712 -3.034 1.924
H: -4.111 -4.594 0.106
H: -4.409 -5.975 1.149
H: -0.992 -3.858 1.740
H: -2.490 -3.029 2.160
H: -2.023 -3.271 0.473
H: -6.757 -4.157 1.025
H: -6.888 -4.109 2.671
C: -3.754 -2.670 -2.862
C: -4.090 -2.055 -1.516
C: -3.821 -0.511 -1.573
O: -3.901 -0.065 -0.202
C: -3.472 1.221 0.019
N: -5.461 -2.331 -1.102
H: -2.818 -2.378 -3.325
H: -4.588 -2.475 -3.529
H: -3.777 -3.780 -2.774
H: -3.339 -2.492 -0.794
H: -4.620 0.017 -2.137
H: -2.839 -0.264 -2.026
H: -3.664 1.484 1.052
H: -3.966 2.002 -0.566
H: -2.361 1.262 -0.186
H: -5.662 -1.704 -0.307
H: -6.024 -1.984 -1.857
C: 5.586 -1.439 0.849
C: 4.899 -1.618 2.159
C: 3.472 -1.071 2.190
O: 3.396 0.341 1.965
C: 4.124 1.021 2.949
N: 4.813 -3.057 2.518
H: 5.954 -0.442 0.694
H: 4.908 -1.650 0.036
H: 6.452 -2.096 0.821
H: 5.467 -1.160 2.927
H: 3.057 -1.328 3.171
H: 2.913 -1.499 1.363
H: 3.867 0.680 3.999
H: 3.925 2.105 2.968
H: 5.193 0.867 2.815
H: 5.715 -3.446 2.638
H: 4.222 -3.115 3.340

Force components x, y, z for each atom (eV/Å):
0.90 1.36 0.22
0.91 -0.09 0.18
0.11 -0.07 -0.23
-0.38 -0.31 0.07
-0.31 -0.51 0.05
-0.73 -0.58 -0.34
1.26 1.90 0.17
0.33 -1.57 -1.05
-1.46 -1.84 -0.86
-0.20 -0.49 -0.99
-0.75 -0.35 -0.14
-0.49 0.11 0.93
0.31 0.32 0.70
1.14 0.65 0.00
-0.04 1.01 1.36
0.03 0.12 0.44
-0.36 1.83 0.86
-0.25 -0.07 -0.49
0.19 0.46 -0.50
-0.65 -1.09 0.32
0.39 -0.04 -0.25
-0.23 -0.63 0.25
0.61 -0.23 -0.75
0.01 -0.13 0.07
0.33 0.03 0.54
0.27 2.42 0.44
1.29 -1.19 -0.01
-0.12 -0.54 -0.25
-0.67 0.19 0.01
0.80 0.06 0.11
-1.44 0.02 0.17
-0.21 -1.43 -1.01
-0.62 0.55 0.29
0.86 1.22 0.32
0.18 -0.76 -1.87
-0.67 0.47 1.52
-0.06 -0.35 -0.12
-0.57 -0.23 0.20
-0.23 0.03 -0.33
0.27 -0.35 0.16
-0.23 0.13 0.53
0.42 -0.14 -0.29
-0.16 -0.62 -0.31
-0.15 1.41 0.92
1.73 0.08 1.03
-0.83 -0.38 0.96
0.37 -1.01 -0.43
0.62 -1.36 0.32
0.32 -0.42 -0.02
-0.20 0.40 0.44
0.39 0.10 0.02
-0.94 -0.20 -0.79
-0.15 -0.55 0.22
-0.74 0.55 -0.30
-0.05 0.51 -0.32
-0.01 0.12 -0.68
0.32 0.65 -0.21
0.04 0.84 -0.92
-0.40 -0.05 -0.10
1.65 0.82 0.54
-1.50 -1.36 1.10
2.85 0.45 -0.04
-1.46 0.23 -0.60
2.63 -0.44 -1.11
-0.39 -0.18 0.05
-1.16 0.17 -0.93
-0.72 0.21 0.18
-0.59 -0.71 -0.16
0.51 0.80 -0.24
-0.34 0.17 -0.42
-0.46 -0.54 0.21
-0.99 -0.02 0.03
-0.64 0.63 0.74
-0.47 -0.38 0.37
0.83 0.11 0.42
0.38 0.06 -0.13
-1.11 -1.49 0.09
1.90 1.07 0.13
-0.15 -0.39 0.84
-0.62 -1.14 -0.70
1.66 0.88 -0.16
0.51 0.16 0.73
0.07 0.27 0.21
-0.03 0.33 -0.54
0.23 0.60 0.04
-1.05 0.65 -0.37
0.33 -0.33 -0.03
-0.28 -0.11 0.29
0.12 -0.14 0.30
-0.16 -0.16 -0.43
-0.89 0.35 0.25
0.10 -0.48 -0.39
-0.64 0.04 -0.37
0.30 -0.20 -0.27
-0.67 -1.09 0.25
0.53 0.27 -0.34
0.02 -0.30 0.25
-0.06 0.64 1.55
-1.62 1.06 -0.87
0.09 0.60 0.11
-0.10 -0.36 -0.37
0.07 -0.16 -0.28
0.63 0.88 0.78
-0.44 0.14 -0.16
-0.24 -0.34 0.18
0.12 0.01 -1.01
-0.17 -0.43 -0.57
0.16 0.14 0.01
0.75 -0.43 0.46
0.46 -0.49 0.10